Version i
DFT (wB97M-V/def2-TZVPD) results for 2 unconnected molecules or ions with the total composition C5H5NO2.

```
! wB97M-V def2-TZVPD RIJCOSX def2/J DEFGRID3
* xyz 0 1
C -0.0058 -0.0049 0.4543
C 1.0528 -1.1219 0.2702
C 1.9311 -0.9581 -0.6250
C 0.0014 0.8301 -0.6766
C -1.3322 -0.6745 0.0212
H -0.7228 1.5848 1.4145
H 1.0612 -1.6833 1.2682
H 2.7247 -1.7344 -0.4635
H 2.0033 -0.4348 -1.7192
H -0.0223 0.4220 -1.5982
N -2.3945 -1.1769 -0.4704
O 0.1872 0.5946 1.6044
O 0.0420 2.1128 -0.6387
*
```

Results
* HOMO energy: -10.908 eV
* HOMO-LUMO gap: 10.5 eV
* LUMO level: -0.0145 Eh


Version ii
DFT (wB97M-V/def2-TZVPD) results for a single C5H5NO2 molecule.

```
! wB97M-V def2-TZVPD RIJCOSX def2/J DEFGRID3
* xyz 0 1
C -1.2214 -0.1986 0.1109
C -0.6927 -1.6108 -0.2464
C 0.6551 -1.3388 -0.6855
C 1.0718 0.8524 0.4249
C -0.4843 0.9003 0.4256
H -2.7393 -0.9566 -0.6418
H -1.2841 -2.5921 -0.4766
H 1.1764 -2.2594 -1.1153
H 1.7881 2.1078 1.8793
H -0.7650 1.7506 0.9940
N 2.0319 1.4146 1.0531
O -2.5827 0.1260 -0.4135
O 1.5365 -0.0734 -0.6102
*
```

Results
* HOMO energy: -8.848 eV
* HOMO-LUMO gap: 8.9 eV
* LUMO level: 0.0024 Eh
* SMILES: [H]/N=c1\cc(O)cco1


The least stable of them is version i.